[1]
Computed, not measured: 9 unconnected molecules or ions with the total composition C43H44N9O5PS2 at a distorted geometry, with the ωB97M-V functional and the def2-TZVPD basis.

The SMILES is O=[PH2][C@@H]1OS(=O)(=O)O[C@@H]1N=C=S.c1ccncc1.c1ccncc1.c1ccncc1.c1ccncc1.c1ccncc1.c1ccncc1.c1ccncc1.c1ccncc1. As for the total energy: -99909.1549 eV. The value obtained for the frontier orbital gap is 9.248 eV. Its LUMO energy is -0.027 eV. The HOMO energy is -9.275 eV.

```
! RIJCOSX wB97M-V def2-TZVPD def2/J DEFGRID3
* xyz 0 1
O -0.2809 -7.4245 0.7443
P -1.2188 -6.7551 -0.1835
C -2.9411 -6.7710 0.5500
O -3.8926 -7.4382 -0.3093
S -4.6135 -6.3226 -1.1775
O -5.9704 -6.6050 -1.4510
O -3.7354 -6.0462 -2.2602
O -4.6081 -5.1774 -0.0715
C -3.5963 -5.4039 0.9069
N -2.6568 -4.2772 1.0045
C -2.4910 -3.4855 0.0772
S -2.0373 -2.5846 -1.0979
H -1.3225 -7.3975 -1.4289
H -0.8482 -5.4267 -0.4363
H -2.8414 -7.3649 1.4552
H -4.0083 -5.4765 1.9108
C -0.1503 -3.0868 4.8990
C 1.1605 -2.6379 4.8732
C 1.8562 -2.7162 3.6765
N 1.3388 -3.1980 2.5493
C 0.0770 -3.6228 2.5904
C -0.7068 -3.5891 3.7330
H -0.7299 -3.0430 5.8122
H 1.6344 -2.2351 5.7577
H 2.8841 -2.3756 3.6092
H -0.3161 -4.0063 1.6598
H -1.7271 -3.9455 3.7050
C -2.8409 -2.6864 -6.9628
C -2.9213 -3.7032 -6.0250
C -2.3474 -3.4997 -4.7788
N -1.7155 -2.3795 -4.4328
C -1.6456 -1.4125 -5.3476
C -2.1899 -1.5137 -6.6177
H -3.2797 -2.8051 -7.9456
H -3.4223 -4.6355 -6.2482
H -2.3997 -4.2573 -4.0160
H -1.1244 -0.5105 -5.0461
H -2.1023 -0.6908 -7.3118
C 3.4873 -0.3572 1.4633
C 3.2641 1.0100 1.4665
C 4.3521 1.8601 1.3273
N 5.6074 1.4318 1.1940
C 5.8052 0.1147 1.1949
C 4.7865 -0.8181 1.3230
H 2.6634 -1.0532 1.5639
H 2.2659 1.4135 1.5722
H 4.2226 2.9375 1.3228
H 6.8361 -0.2057 1.0856
H 5.0063 -1.8774 1.3123
C -9.3417 -5.3092 1.5161
C -8.4462 -6.0332 0.7465
C -7.2100 -6.3368 1.2927
N -6.8274 -5.9669 2.5158
C -7.7003 -5.2690 3.2415
C -8.9636 -4.9185 2.7915
H -10.3191 -5.0519 1.1285
H -8.6938 -6.3565 -0.2548
H -6.4826 -6.9012 0.7312
H -7.3659 -4.9786 4.2315
H -9.6321 -4.3524 3.4254
C -4.9492 3.0516 -7.6961
C -3.9968 2.5938 -8.5923
C -2.8246 2.0525 -8.0873
N -2.5578 1.9497 -6.7865
C -3.4826 2.3959 -5.9391
C -4.6890 2.9506 -6.3394
H -5.8784 3.4797 -8.0493
H -4.1569 2.6534 -9.6600
H -2.0558 1.6801 -8.7566
H -3.2404 2.3018 -4.8860
H -5.4037 3.2942 -5.6043
C 4.0158 8.0411 2.0929
C 4.0356 7.4495 0.8400
C 4.4582 6.1324 0.7450
N 4.8463 5.4018 1.7862
C 4.8207 5.9839 2.9828
C 4.4161 7.2943 3.1901
H 3.6924 9.0670 2.2130
H 3.7308 7.9932 -0.0438
H 4.4944 5.6250 -0.2122
H 5.1416 5.3614 3.8110
H 4.4134 7.7170 4.1859
C 2.5031 3.2814 -3.4649
C 1.1716 3.4586 -3.8036
C 0.3801 4.2436 -2.9779
N 0.8262 4.8368 -1.8730
C 2.1090 4.6562 -1.5617
C 2.9852 3.8932 -2.3190
H 3.1539 2.6756 -4.0821
H 0.7526 2.9984 -4.6882
H -0.6668 4.4078 -3.2100
H 2.4425 5.1452 -0.6545
H 4.0177 3.7792 -2.0155
C 8.8437 5.8070 6.4413
C 7.6666 5.8947 5.7160
C 6.4833 6.1032 6.4081
N 6.4097 6.2217 7.7319
C 7.5495 6.1337 8.4136
C 8.7866 5.9295 7.8200
H 9.7893 5.6453 5.9401
H 7.6637 5.8034 4.6380
H 5.5395 6.1800 5.8797
H 7.4627 6.2317 9.4902
H 9.6804 5.8678 8.4254
*
```

[2]
Computed, not measured: a single C22H16Cl2O3S molecule at a distorted geometry, with the ωB97M-V functional and the def2-TZVPD basis.

The SMILES is O=S(=O)(c1ccc(Cl)cc1)[C@H](Cl)[C@@H]1C=C(c2ccccc2)Oc2ccccc21. As for the total energy: -65093.4677 eV. The value obtained for the frontier orbital gap is 8.344 eV. Its LUMO energy is 0.118 eV. As for the energy above the lowest of the compared OMol25 structures with the same formula, charge and spin: 0.000 eV. The HOMO energy is -8.226 eV.

```
! RIJCOSX wB97M-V def2-TZVPD def2/J DEFGRID3
* xyz 0 1
O -2.0789 1.1432 -0.4333
S -1.8512 -0.2703 -0.6921
O -0.8391 -0.7859 -1.5947
C -1.7210 -1.0922 1.0430
C -2.0779 -0.2143 2.0347
C -1.9936 -0.5658 3.3810
C -1.5134 -1.8244 3.7395
Cl -1.4710 -2.2578 5.3916
C -1.1172 -2.7187 2.7382
C -1.2056 -2.3464 1.3793
C -3.5314 -0.6536 -1.6326
Cl -3.5707 -2.4408 -1.8031
C -3.7790 -0.0140 -2.9927
C -2.9676 -0.4878 -4.2149
C -2.4948 0.2452 -5.2885
C -1.9078 -0.2981 -6.5462
C -2.0212 -1.6696 -6.9117
C -1.4158 -2.1929 -8.0570
C -0.7412 -1.3308 -8.9397
C -0.6632 0.0364 -8.6429
C -1.2667 0.5330 -7.4779
O -2.5890 1.6010 -5.3430
C -3.2437 2.2466 -4.2838
C -3.5350 3.5833 -4.5631
C -4.4738 4.2540 -3.7793
C -5.2172 3.5443 -2.8336
C -4.9580 2.1921 -2.5999
C -3.9247 1.5172 -3.2649
H -2.4161 0.7756 1.7858
H -2.3221 0.1324 4.1406
H -0.7821 -3.7020 3.0569
H -0.8961 -3.0421 0.6044
H -4.0170 -0.5152 -0.6236
H -4.8052 -0.4105 -3.1194
H -2.7955 -1.5541 -4.2831
H -2.5794 -2.3233 -6.2496
H -1.4563 -3.2668 -8.2683
H -0.3057 -1.7225 -9.8677
H -0.1173 0.7115 -9.3168
H -1.1797 1.5872 -7.2806
H -3.1078 4.0826 -5.4304
H -4.6352 5.3334 -3.8917
H -6.0538 4.0201 -2.3184
H -5.6236 1.6269 -1.9321
*
```

[3]
Computed, not measured: a molecular structure, C22H31N5O5P2S2SeTb at a distorted geometry, with the ωB97M-V functional and the def2-TZVPD basis.

As for the total energy: -169038.2816 eV. The value obtained for the frontier orbital gap (alpha / beta) is 6.764 / 6.765 eV. Its LUMO energy (alpha / beta) is 2.362 / 2.363 eV. The HOMO energy (alpha / beta) is -4.401 / -4.402 eV.

```
! RIJCOSX wB97M-V def2-TZVPD def2/J DEFGRID3
* xyz -1 7
Tb -0.2432 0.8579 0.6721
N -1.5318 4.3898 3.2074
C -1.4906 3.1352 2.6626
S -0.1688 2.1531 3.1713
N -2.5153 2.7555 1.9506
N -2.4318 1.5225 1.3824
C -3.5083 1.0607 0.8336
C -3.5841 -0.2616 0.2753
C -4.7774 -0.6766 -0.3220
C -4.9547 -1.9592 -0.8000
C -3.9224 -2.8841 -0.6470
C -2.7401 -2.5135 -0.0522
C -2.5045 -1.2006 0.4241
O -1.3785 -0.9058 0.9861
H -0.6306 4.7302 3.5097
H -2.1068 5.0509 2.7084
H -4.4285 1.6577 0.8594
H -5.5868 0.0390 -0.3966
H -5.8919 -2.2573 -1.2558
H -4.0489 -3.8991 -1.0077
H -1.9419 -3.2276 0.0912
C 1.3449 -0.5823 4.1568
P 1.6142 -0.4658 2.3400
C 2.0608 -2.2393 2.0739
C 3.2299 0.3814 2.2458
C 3.9575 0.7335 3.3745
C 5.1796 1.3667 3.2416
C 5.6697 1.6759 1.9844
C 4.9271 1.3736 0.8560
C 3.7055 0.7284 0.9742
P 2.6413 0.2060 -0.4239
C 3.7107 -1.2423 -0.9356
C 3.1175 1.3073 -1.8176
H 1.3098 0.4159 4.5887
H 2.1054 -1.1954 4.6422
H 0.3679 -1.0432 4.2974
H 3.0277 -2.4866 2.5159
H 2.0489 -2.4584 1.0094
H 1.2697 -2.8134 2.5564
H 3.5686 0.5230 4.3578
H 5.7519 1.6159 4.1230
H 6.6318 2.1576 1.8843
H 5.3028 1.6478 -0.1188
H 4.6882 -0.9174 -1.2908
H 3.1899 -1.7635 -1.7359
H 3.8510 -1.9246 -0.1013
H 4.1814 1.2516 -2.0524
H 2.8191 2.3321 -1.6051
H 2.5452 0.9743 -2.6866
O -0.6362 4.0772 -0.0304
Se 0.2376 3.0097 -0.8101
O -0.7452 1.7327 -1.2238
O 1.2905 2.2959 0.2490
O 0.9497 3.6241 -2.0851
S 0.1977 -1.4761 -1.5304
C -1.0725 -1.3982 -2.6150
N -1.8132 -0.3067 -2.7842
C -2.8989 -0.2367 -3.7321
C -3.5275 -1.6188 -3.8945
C -2.4356 -2.6119 -4.2811
N -1.3215 -2.4866 -3.3723
H -1.5424 0.5305 -2.2602
H -2.5319 0.1302 -4.7021
H -3.6307 0.4757 -3.3491
H -4.3068 -1.5944 -4.6575
H -3.9650 -1.9170 -2.9387
H -2.1012 -2.4265 -5.3120
H -2.8138 -3.6362 -4.2341
H -0.7644 -3.2928 -3.1433
*
```

[4]
Computed, not measured: a single C3H4O2 molecule at a distorted geometry, with the ωB97M-V functional and the def2-TZVPD basis.

The SMILES is C=C(O)C=O. As for the total energy: -7268.9512 eV. The value obtained for the frontier orbital gap is 9.366 eV. Its LUMO energy is -0.074 eV. As for the energy above the lowest of the compared OMol25 structures with the same formula, charge and spin: 1.735 eV. The HOMO energy is -9.440 eV.

```
! RIJCOSX wB97M-V def2-TZVPD def2/J DEFGRID3
* xyz 0 1
C 0.0719 0.2812 1.1661
C 0.0272 -0.2101 -0.0809
O 0.0173 -1.5642 -0.1903
C -0.1211 0.5642 -1.3462
O 0.1556 1.7362 -1.4358
H -0.3815 -0.3333 1.9422
H 0.4301 1.2579 1.4342
H 0.3804 -1.7341 0.7009
H -0.5799 0.0021 -2.1902
*
```